(1)
{"formula": "C10H25O15Zn2", "method": "wB97M-V/def2-TZVPD", "homo_lumo_gap_ev": 1.91, "homo_energy_ha": -0.1626, "relative_energy_kcal_mol": 0.0, "total_charge": -1, "fmax_ha_per_bohr": 0.1188, "elements": ["Zn", "Zn", "C", "C", "O", "O", "H", "H", "H", "C", "C", "O", "O", "H", "H", "H", "C", "C", "O", "O", "H", "H", "H", "C", "C", "O", "O", "H", "H", "H", "C", "C", "O", "O", "H", "H", "H", "O", "H", "H", "O", "H", "H", "O", "H", "H", "O", "H", "H", "O", "H", "H"], "coordinates": [[-2.25856, 18.27043, 21.41115], [1.11478, 21.50129, 19.78624], [-0.24258, 15.35800, 23.56032], [-1.72900, 15.74151, 23.31309], [-2.03123, 16.89146, 22.87171], [-2.67378, 14.92886, 23.56034], [0.43360, 16.20013, 23.70760], [0.09066, 15.02724, 22.57662], [-0.01548, 14.60521, 24.31520], [3.39391, 20.02662, 25.32043], [4.45640, 18.97205, 25.34501], [5.16378, 18.90842, 24.34622], [4.66157, 18.19901, 26.21639], [2.79164, 20.13608, 24.41855], [3.92258, 20.96711, 25.47561], [2.71857, 19.89965, 26.16654], [2.08667, 18.09510, 21.65761], [0.84511, 18.91346, 21.33443], [-0.25653, 18.39695, 21.12304], [0.95672, 20.14744, 21.32412], [2.25429, 18.09481, 22.73464], [3.05208, 18.43181, 21.27984], [1.92990, 17.06156, 21.34886], [-2.31477, 18.76139, 17.40676], [-2.44712, 18.55220, 18.89609], [-2.56336, 17.39179, 19.41369], [-2.44428, 19.48951, 19.70337], [-1.42852, 19.38242, 17.27647], [-3.24435, 19.08532, 16.93873], [-2.09846, 17.88454, 16.79647], [3.61175, 14.59890, 20.77183], [3.29319, 14.39820, 19.29549], [3.09732, 13.22106, 18.95192], [3.06430, 15.38100, 18.56057], [3.95273, 15.63237, 20.83327], [4.27917, 13.93057, 21.31587], [2.67576, 14.60645, 21.33037], [0.75930, 17.38276, 18.45809], [0.22885, 17.32314, 19.25264], [0.87058, 18.32245, 18.31378], [5.99117, 19.85445, 21.57548], [5.75811, 19.02665, 21.99579], [6.68708, 20.21502, 22.12495], [0.02201, 20.90011, 24.10371], [0.20769, 20.77869, 23.17257], [-0.25437, 20.03568, 24.40802], [-0.95072, 22.01437, 19.96538], [-1.19815, 22.56429, 20.70875], [-1.74702, 21.52851, 19.75073], [3.16189, 21.10848, 19.79884], [3.62475, 20.62486, 19.11466], [3.74135, 21.06222, 20.55932]], "nbo_charge": [1.715, 1.451, -0.726, 0.795, -0.967, -0.680, 0.212, 0.236, 0.235, -0.724, 0.734, -0.792, -0.695, 0.199, 0.207, 0.202, -0.754, 0.854, -0.831, -0.947, 0.273, 0.240, 0.263, -0.728, 0.786, -0.758, -0.866, 0.215, 0.240, 0.261, -0.732, 0.744, -0.689, -0.688, 0.197, 0.215, 0.207, -0.896, 0.479, 0.423, -0.989, 0.509, 0.481, -0.950, 0.471, 0.476, -1.019, 0.510, 0.548, -1.029, 0.528, 0.552]}

(2)
{"formula": "C10H26Cl2NO3P2Pm", "method": "wB97M-V/def2-TZVPD", "spin_multiplicity": 5, "homo_lumo_gap_ev": [9.41, 9.41], "homo_energy_ha": [-0.5585, -0.5580], "total_charge": 2, "fmax_ha_per_bohr": 0.0692, "elements": ["C", "C", "H", "H", "H", "O", "Cl", "Pm", "P", "C", "C", "H", "H", "H", "H", "H", "H", "C", "H", "H", "H", "P", "C", "C", "H", "H", "H", "C", "H", "H", "H", "H", "H", "H", "Cl", "N", "C", "C", "O", "O", "H", "H", "H", "H", "H"], "coordinates": [[1.13221, -0.06920, -5.12021], [1.13367, -0.00198, -3.63710], [2.17193, -0.03419, -5.48806], [0.57855, 0.78358, -5.56151], [0.66344, -1.00413, -5.47153], [2.04409, 0.23810, -2.87325], [-0.59111, -0.33791, -2.88479], [-0.39120, -0.09210, 0.07596], [0.07514, 2.70514, -0.48455], [1.17996, 3.85250, 0.41920], [0.25996, 3.22285, -2.21833], [0.14289, 4.31382, -2.33900], [-1.63530, 4.43634, -0.28503], [-0.47777, 2.69961, -2.84356], [-2.36630, 2.79865, -0.50058], [2.20912, 3.68164, 0.09141], [1.26125, 2.92579, -2.56408], [-1.57603, 3.37763, -0.00605], [0.91778, 4.90650, 0.24787], [-1.71230, 3.27542, 1.07956], [1.11194, 3.63729, 1.48931], [0.36541, -2.90902, -0.08406], [1.51406, -3.93099, 0.91793], [-1.18952, -3.75062, 0.44870], [-0.04043, -3.35392, -2.44239], [0.38666, -4.84025, -1.54141], [1.66151, -3.67233, -1.97870], [0.61288, -3.77647, -1.67264], [-2.04331, -3.33970, -0.09736], [-1.08591, -4.81581, 0.22748], [1.28349, -4.99246, 0.78152], [1.41518, -3.67432, 1.97740], [-1.34159, -3.59540, 1.52125], [2.54101, -3.74876, 0.58825], [-2.88452, 0.04040, -0.29815], [-0.54177, 1.31934, 4.78520], [-1.04935, -0.02099, 4.32230], [-0.71652, -0.08969, 2.85803], [-0.95931, -1.12555, 2.16595], [-0.13841, 0.93264, 2.33383], [0.43144, 1.24371, 5.09298], [-1.06517, 1.66830, 5.58833], [-0.57929, 1.99031, 4.00060], [-0.57383, -0.80384, 4.91866], [-2.13460, -0.06993, 4.46062]], "mulliken_spin": [0.000, 0.000, 0.000, 0.000, 0.000, 0.000, -0.001, 4.046, -0.009, 0.000, 0.000, 0.000, 0.000, 0.000, -0.001, 0.000, 0.000, 0.002, 0.000, 0.000, 0.000, -0.006, -0.001, -0.001, 0.000, 0.000, 0.000, 0.000, 0.000, 0.000, 0.000, 0.000, 0.000, 0.000, -0.018, 0.000, 0.000, -0.005, -0.004, -0.002, 0.000, 0.000, 0.000, 0.000, 0.000]}

(3)
{"formula": "C10H26CoO2P3S2", "method": "wB97M-V/def2-TZVPD", "spin_multiplicity": 2, "homo_lumo_gap_ev": [9.06, 9.54], "homo_energy_ha": [-0.4414, -0.4418], "relative_energy_kcal_mol": 0.0, "total_charge": 1, "fmax_ha_per_bohr": 0.0107, "elements": ["Co", "C", "C", "O", "P", "S", "S", "O", "C", "C", "H", "H", "H", "H", "H", "H", "H", "H", "H", "H", "C", "P", "C", "C", "C", "P", "C", "C", "H", "H", "H", "H", "H", "H", "H", "H", "H", "H", "H", "H", "H", "H", "H", "H"], "coordinates": [[-0.54855, -0.44589, -0.14465], [2.40744, 3.87673, 2.52630], [1.81290, 3.59164, 1.17208], [1.95180, 2.16448, 0.91744], [1.39112, 1.53535, -0.42061], [1.73499, -0.42671, -0.31628], [-0.57757, 1.78303, -0.62710], [2.10963, 2.27972, -1.60821], [3.55988, 2.20106, -1.76426], [3.88796, 1.42150, -3.01222], [2.32257, 4.94153, 2.74316], [3.46106, 3.60219, 2.55198], [1.88172, 3.32262, 3.30265], [2.33024, 4.13434, 0.37953], [0.75080, 3.84025, 1.13331], [3.99683, 1.74549, -0.87321], [3.90231, 3.23231, -1.82643], [3.53129, 0.39516, -2.93260], [4.96845, 1.40272, -3.15728], [3.43023, 1.88754, -3.88359], [-3.70254, 0.71896, 0.74354], [-2.75796, -0.56659, -0.11029], [-3.45551, -0.60863, -1.78551], [-3.25716, -2.15650, 0.65884], [-2.26670, -3.24149, 0.23065], [-0.56241, -2.58633, 0.41006], [0.50822, -3.74105, -0.48227], [-0.13587, -2.82878, 2.15765], [-3.53267, 1.67702, 0.25271], [-3.36652, 0.80151, 1.77687], [-4.76874, 0.49092, 0.72596], [-4.54078, -0.70751, -1.74728], [-3.04019, -1.44249, -2.35198], [-3.19399, 0.31509, -2.30183], [-4.28567, -2.41342, 0.40041], [-3.22331, -2.01179, 1.74239], [-2.40276, -3.49115, -0.82538], [-2.39613, -4.16392, 0.79901], [0.33778, -4.76371, -0.14422], [1.55094, -3.47676, -0.30688], [0.31346, -3.67649, -1.55247], [-0.17728, -3.88617, 2.42088], [-0.82142, -2.27431, 2.79909], [0.87214, -2.45148, 2.33003]], "mulliken_spin": [1.136, 0.000, 0.000, 0.000, 0.001, -0.011, -0.011, 0.000, -0.001, 0.000, 0.000, 0.000, 0.000, 0.000, 0.000, 0.000, 0.000, 0.000, 0.000, 0.000, -0.002, -0.048, -0.002, 0.000, -0.001, -0.050, -0.003, -0.002, -0.001, 0.000, -0.001, -0.001, -0.001, 0.000, 0.000, -0.001, -0.001, -0.001, -0.001, 0.000, 0.000, -0.001, 0.000, 0.000]}

(4)
{"formula": "C10H26CrFN2O3Y", "method": "wB97M-V/def2-TZVPD", "spin_multiplicity": 5, "homo_lumo_gap_ev": [4.63, 4.63], "homo_energy_ha": [-0.7343, -0.7343], "relative_energy_kcal_mol": 0.0, "total_charge": 4, "fmax_ha_per_bohr": 0.0423, "elements": ["Cr", "Y", "F", "C", "C", "C", "O", "C", "N", "H", "H", "H", "H", "H", "H", "H", "H", "H", "H", "H", "C", "O", "C", "C", "N", "C", "C", "O", "C", "H", "H", "H", "H", "H", "H", "H", "H", "H", "H", "H", "H", "H", "H", "H"], "coordinates": [[-2.96160, 2.01927, -1.99191], [-0.78402, 0.55596, 1.53028], [-1.64421, 1.13067, -0.48372], [-3.00974, -1.49506, -4.53762], [-2.51315, -0.42091, -3.57375], [-1.70191, 0.59787, -4.31348], [-1.48535, 1.75909, -3.45749], [-0.58488, 2.76678, -3.99293], [-3.72001, 0.33555, -3.02432], [-3.77824, -2.11625, -4.08841], [-2.17311, -2.09499, -4.89863], [-3.39541, -1.01941, -5.44593], [-2.02006, -0.90822, -2.73177], [-2.31684, 0.94534, -5.15407], [-0.78314, 0.21602, -4.75761], [0.44211, 2.40005, -3.99203], [-0.57555, 3.60615, -3.29052], [-0.92029, 3.10449, -4.96919], [-4.23339, -0.21788, -2.33750], [-4.34733, 0.47966, -3.82086], [1.54285, -1.58822, 6.76891], [1.16307, -0.78629, 5.62346], [2.22313, -0.16792, 4.97763], [1.57014, 0.51285, 3.78811], [0.89062, -0.47067, 2.88421], [1.86193, -1.27791, 2.07208], [2.23862, -0.49449, 0.85994], [1.04858, 0.02107, 0.18226], [1.40681, 0.37834, -1.21330], [0.63702, -1.73353, 7.34071], [2.30617, -1.06649, 7.34861], [1.97879, -2.53794, 6.45036], [2.97537, -0.91872, 4.68219], [2.75912, 0.59169, 5.56295], [2.30132, 1.07103, 3.19574], [0.85382, 1.24684, 4.19083], [0.44571, -1.15201, 3.52606], [1.35898, -2.19289, 1.74166], [2.71425, -1.61042, 2.66159], [2.84578, -1.12580, 0.20270], [2.95948, 0.30191, 1.08342], [0.58876, 0.96655, -1.61963], [1.49659, -0.54533, -1.78086], [2.33920, 0.93417, -1.19818]], "mulliken_spin": [4.062, 0.007, 0.023, -0.004, -0.013, 0.009, -0.028, -0.001, -0.077, -0.001, 0.000, 0.000, -0.007, -0.002, 0.002, -0.001, 0.006, 0.000, 0.006, 0.015, 0.000, 0.000, 0.000, 0.000, 0.001, 0.000, 0.000, 0.000, 0.001, 0.000, 0.000, 0.000, 0.000, 0.000, 0.000, 0.000, 0.000, 0.000, 0.000, 0.000, 0.000, 0.003, 0.000, 0.000]}

- What is the formula in the fourth record?
  C10H26CrFN2O3Y

- Number 1 is which compound?
  C10H25O15Zn2